Record 1
The following is a DFT calculation (ωB97M-V/def2-TZVPD) of 2 unconnected molecules or ions with the total composition C7H11NO.

Each line ends with the natural charge from an NBO analysis.
CARTESIAN COORDINATES (ANGSTROEM)
O -0.45365 2.20807 3.54222  -0.543
C 0.16367 1.71516 4.71466  -0.257
C -0.42122 1.23449 2.51764  -0.254
H 0.11253 2.50814 5.47962  0.191
H 1.22303 1.46210 4.54053  0.176
H -0.35298 0.82028 5.10051  0.163
H 0.61315 0.96089 2.24961  0.169
H -0.96286 0.31907 2.80959  0.164
H -0.91251 1.66576 1.62924  0.191
N 3.38192 2.23922 2.51023  -0.425
C 2.60624 3.30814 2.27298  0.035
C 3.66701 1.45173 1.46183  0.027
C 2.09558 3.62937 1.01610  -0.260
C 3.20443 1.68881 0.16819  -0.266
C 2.40056 2.80219 -0.06157  -0.173
H 2.38304 3.94136 3.14177  0.200
H 4.30265 0.58191 1.67388  0.195
H 1.46597 4.51999 0.88969  0.225
H 3.47492 1.00420 -0.64652  0.222
H 2.01704 3.02220 -1.06661  0.220

Computed properties:
Orbital gap   10.6 eV
Highest occupied orbital energy   -9.66 eV
Spin multiplicity   1
Energy above the lowest of the compared OMol25 structures with the same formula, charge and spin   29.5 kcal/mol
SMILES   c1ccncc1.COC

---

Record 2
The following is a DFT calculation (ωB97M-V/def2-TZVPD) of 3 unconnected molecules or ions with the total composition C5H16NO2 in a non-equilibrium geometry.

Each line ends with the natural charge from an NBO analysis.
CARTESIAN COORDINATES (ANGSTROEM)
C -2.53637 0.41254 0.93135  -0.622
C -1.11605 0.84470 1.22622  -0.425
C -0.49637 1.63349 0.05736  -0.412
C 0.16861 0.73685 -1.01820  -0.244
C 2.48739 1.43551 -1.04452  -0.316
N 1.55316 0.46192 -0.87469  -0.581
H -3.30699 0.63449 1.67523  0.216
H -2.90936 0.89873 0.02626  0.206
H -2.66241 -0.65890 0.75858  0.199
H -0.88833 1.48081 2.08463  0.213
H -0.47484 -0.02051 1.43034  0.197
H -1.16266 2.41293 -0.32703  0.199
H 0.30146 2.31694 0.38921  0.207
H -0.48265 -0.12003 -1.10106  0.221
H -0.14727 1.19145 -1.97095  0.186
H 3.44488 1.31046 -0.55406  0.166
H 2.45141 2.35020 -1.61233  0.180
H 1.76194 -0.28632 -0.23809  0.401
H -0.07670 -2.58390 -1.89071  0.481
H -0.48033 -2.36445 -0.36581  0.480
O 0.10907 -2.11167 -1.07936  -0.952
H 1.38080 -3.53526 0.43901  0.470
H 1.42633 -3.49336 1.90958  0.462
O 1.65527 -2.94660 1.14901  -0.931

Computed properties:
Orbital gap (alpha / beta)   5.8 / 9.7 eV
Highest occupied orbital energy (alpha / beta)   -5.54 / -9.44 eV
Spin multiplicity   2
Energy above the lowest of the compared OMol25 structures with the same formula, charge and spin   14.8 kcal/mol

---

Record 3
The following is a DFT calculation (ωB97M-V/def2-TZVPD) of a molecular structure, C3H2Br4 in a non-equilibrium geometry.

Each line ends with the natural charge from an NBO analysis.
CARTESIAN COORDINATES (ANGSTROEM)
C -0.72351 0.37506 0.48566  -0.493
C -0.27164 -0.66311 -0.50240  -0.241
C 0.74977 0.41338 0.18760  -0.244
Br -0.10986 -2.48759 0.01800  0.123
Br -0.71059 -0.39583 -2.34556  0.114
Br 1.46367 1.79308 -0.91455  0.122
Br 1.95705 -0.26112 1.50447  0.117
H -1.33055 1.18474 0.09521  0.252
H -1.02434 0.04140 1.47156  0.251

Computed properties:
Orbital gap   10.1 eV
Highest occupied orbital energy   -9.78 eV
Spin multiplicity   1
Energy above the lowest of the compared OMol25 structures with the same formula, charge and spin   0.0 kcal/mol

---

Record 4
The following is a DFT calculation (ωB97M-V/def2-TZVPD) of a molecular structure, C22H43BClFNbO10S in a non-equilibrium geometry.

Each line ends with the Mulliken charge.
CARTESIAN COORDINATES (ANGSTROEM)
C -3.66727 2.20566 7.00779  -0.685
O -3.89507 3.48418 6.41311  -0.501
B -3.05780 3.74715 5.32057  0.880
O -2.01074 4.64800 5.54565  -0.440
Nb -3.44426 2.66483 3.28378  -0.458
F -5.12703 1.93150 4.06773  -0.667
S -4.82006 4.48291 2.36361  -0.410
Cl -2.05490 0.83820 4.24572  -0.457
C -1.68294 3.62596 2.29116  -1.270
C -0.32938 2.90289 2.50990  -0.088
C 0.73926 3.61148 1.70941  -0.148
O 1.05948 3.24935 0.59862  -0.499
O 1.34620 4.71501 2.31571  -0.460
C -3.75967 1.23653 1.50174  0.440
C -2.76804 0.98114 0.55757  -0.070
C -2.96501 0.11620 -0.47267  -0.621
C -4.16381 -0.53710 -0.61465  -0.343
C -5.16319 -0.31623 0.29093  -0.668
C -4.94572 0.57109 1.32606  0.281
H -4.08636 1.39867 6.39923  0.226
H -2.59376 2.01010 7.10085  0.276
H -4.17338 2.17953 7.97328  0.207
H -1.51489 4.32495 6.30941  0.247
H -4.12921 5.06793 1.36466  0.124
H -1.59710 4.63221 2.72704  0.707
H -1.85919 3.79815 1.22108  0.616
H -0.35790 1.86003 2.21020  0.416
H -0.07328 3.02986 3.56326  0.444
H 2.21257 4.39277 2.59139  0.338
H -1.81732 1.48647 0.68879  0.211
H -2.20934 -0.10082 -1.22008  0.229
H -4.29814 -1.21353 -1.45210  0.371
H -6.11771 -0.82626 0.22859  0.367
H -5.77216 0.70902 2.01756  0.354
C 0.14021 -1.82776 -2.11640  -0.788
O -0.85126 -2.82584 -1.95579  -0.206
C -1.00089 -3.71906 -3.03604  -0.529
C -0.59800 -5.16785 -2.76565  -0.258
O 0.69855 -5.45173 -2.27062  -0.492
C 1.11739 -4.90729 -1.03035  0.106
C 0.32488 -5.22154 0.23756  -0.562
O -1.04279 -4.88654 0.21551  -0.243
C -1.94637 -5.97006 0.25512  -0.878
H -0.33170 -0.85289 -2.25452  0.292
H 0.72669 -1.77092 -1.19631  0.243
H 0.82611 -2.03736 -2.94091  0.240
H -0.49725 -3.34189 -3.93237  0.402
H -2.07361 -3.74520 -3.26506  0.325
H -0.65369 -5.68113 -3.73114  0.417
H -1.34338 -5.67184 -2.14928  0.074
H 1.27181 -3.83318 -1.13444  -0.227
H 2.12022 -5.31376 -0.86596  0.457
H 0.78518 -4.61737 1.02889  0.341
H 0.47690 -6.26995 0.52002  0.387
H -1.47144 -6.92178 0.00096  0.426
H -2.74385 -5.78251 -0.46818  0.231
H -2.40629 -6.03804 1.24483  0.239
C 3.97694 -1.42457 -3.76137  -0.946
O 3.53332 -0.54855 -2.74654  -0.228
C 4.33254 -0.50747 -1.57991  -0.474
C 5.07206 0.80336 -1.31167  -0.254
O 5.91927 1.35206 -2.30842  -0.483
C 5.38687 1.70471 -3.57285  -0.196
C 4.25500 2.72880 -3.64867  -0.499
O 3.10465 2.42202 -2.90457  -0.248
C 2.82035 3.27743 -1.80323  -0.744
H 3.30608 -2.28638 -3.82800  0.205
H 3.92628 -0.90109 -4.72005  0.276
H 5.00670 -1.75814 -3.61257  0.436
H 5.02860 -1.35248 -1.55331  0.441
H 3.64531 -0.63840 -0.73604  0.332
H 5.72778 0.60563 -0.45784  0.422
H 4.38661 1.57111 -0.95359  0.015
H 5.13240 0.80199 -4.13016  -0.011
H 6.22614 2.13943 -4.12499  0.431
H 3.95553 2.75919 -4.70506  0.347
H 4.63847 3.72681 -3.40706  0.363
H 3.68344 3.88078 -1.50723  0.424
H 2.52816 2.66397 -0.95773  0.209
H 1.97718 3.92750 -2.04390  0.236

Computed properties:
Orbital gap   6.4 eV
Highest occupied orbital energy   -4.44 eV
Spin multiplicity   1
Total charge   -1

---

Record 5
The following is a DFT calculation (ωB97M-V/def2-TZVPD) of a molecular structure, C14H21ClCuSi in a non-equilibrium geometry.

Each line ends with the natural charge from an NBO analysis.
CARTESIAN COORDINATES (ANGSTROEM)
C 2.09720 -2.37516 1.15723  -0.361
C 2.14926 -2.16892 -0.25934  -0.340
C 0.82875 -2.33868 -0.76674  -0.384
H 3.03529 -1.96384 -0.86922  0.195
C -0.02038 -2.70247 0.30309  -0.388
C 0.75978 -2.68203 1.50809  -0.390
H 0.40200 -2.95454 2.49410  0.163
H 2.95128 -2.34774 1.82378  0.172
H 0.54426 -2.31289 -1.82415  0.180
H -1.09465 -2.86903 0.22540  0.165
Cu 1.09819 0.76725 -1.16244  1.170
Cl 3.08048 0.56348 -0.13303  -0.775
C 1.19841 1.89649 -2.78342  -0.458
C -0.02738 1.12480 -2.82268  -0.419
C 0.31286 -0.21726 -3.22788  -0.328
H -1.02892 1.51714 -2.61821  0.221
C 1.72827 -0.30872 -3.33857  -0.317
C 2.28629 0.95496 -2.95408  -0.342
H 3.34331 1.19013 -2.87213  0.231
H 1.26976 2.96975 -2.68828  0.215
H -0.40882 -0.99224 -3.52180  0.209
H 2.28929 -1.14247 -3.77604  0.209
C -2.94754 1.99022 0.74741  -1.119
Si -1.59241 0.96222 1.53772  1.663
C -1.20366 1.61548 3.26934  -1.113
C -2.18396 -0.78795 1.86510  -1.118
C 0.00437 1.17097 0.58784  -1.384
H -3.75938 2.18835 1.46715  0.203
H -3.35518 1.47432 -0.13504  0.227
H -2.52538 2.95501 0.42994  0.225
H -2.12992 1.62030 3.85554  0.191
H -0.46038 0.97413 3.76658  0.236
H -0.80935 2.63886 3.18852  0.216
H -2.48191 -1.28425 0.93432  0.235
H -1.41557 -1.38909 2.36542  0.266
H -3.05043 -0.72977 2.53818  0.189
H 0.27239 2.26290 0.48175  0.194
H 0.84378 0.73027 1.20658  0.260

Computed properties:
Orbital gap (alpha / beta)   4.7 / 4.7 eV
Highest occupied orbital energy (alpha / beta)   0.74 / 0.74 eV
Spin multiplicity   2
Total charge   -2

---

Record 6
The following is a DFT calculation (ωB97M-V/def2-TZVPD) of a single C17H22N2O5 molecule in a non-equilibrium geometry.

Each line ends with the natural charge from an NBO analysis.
CARTESIAN COORDINATES (ANGSTROEM)
C -4.02896 -4.51668 -0.63049  -0.599
C -3.96145 -3.00948 -0.41515  -0.395
C -2.99542 -2.64881 0.71190  -0.389
C -2.98495 -1.15885 1.05161  -0.394
C -2.39755 -0.29494 -0.06352  -0.415
C -2.29941 1.16957 0.34777  0.107
C -1.78000 2.09578 -0.76290  -0.442
H -2.59583 2.55541 -1.31551  0.228
C -0.92644 3.10913 -0.00525  -0.314
C -0.56458 2.34465 1.26739  0.807
O 0.32505 2.62482 2.02757  -0.610
O -1.36342 1.30397 1.42817  -0.476
C 0.31242 3.62209 -0.75036  -0.488
C 1.25984 2.48084 -1.09621  0.683
O 1.19708 1.88240 -2.14639  -0.604
N 2.15011 2.21094 -0.09677  -0.637
C 3.12687 1.22645 -0.05276  0.266
C 3.50825 0.48341 -1.17295  -0.280
C 4.50387 -0.46284 -1.06205  -0.146
C 5.12673 -0.67520 0.16352  -0.015
C 4.75266 0.05800 1.28687  -0.166
C 3.75934 1.00276 1.17610  -0.257
H 3.45334 1.57367 2.04015  0.222
H 5.24877 -0.12839 2.22683  0.251
N 6.16458 -1.65867 0.27334  0.529
O 6.69604 -1.80244 1.35620  -0.385
O 6.45357 -2.29117 -0.72240  -0.384
H 4.81343 -1.04518 -1.91620  0.248
H 3.01935 0.65242 -2.11741  0.260
H 1.98795 2.68132 0.78912  0.431
H 0.82212 4.36070 -0.13072  0.232
H -0.00584 4.09068 -1.68256  0.244
H -1.52846 3.97196 0.30417  0.242
H -1.15957 1.53280 -1.46256  0.236
H -3.27048 1.51483 0.72782  0.181
H -1.39814 -0.65447 -0.31688  0.212
H -3.02022 -0.34902 -0.95706  0.213
H -4.00496 -0.82941 1.26353  0.193
H -2.38964 -1.00315 1.95294  0.216
H -3.28319 -3.20417 1.60738  0.202
H -1.98651 -2.96542 0.43895  0.196
H -4.95763 -2.63402 -0.16951  0.192
H -3.64368 -2.53231 -1.34371  0.192
H -4.71605 -4.75794 -1.43803  0.208
H -4.37167 -5.01706 0.27252  0.201
H -3.04730 -4.90899 -0.88648  0.202

Computed properties:
Orbital gap   8.8 eV
Highest occupied orbital energy   -9.09 eV
Spin multiplicity   1
Energy above the lowest of the compared OMol25 structures with the same formula, charge and spin   64.7 kcal/mol
SMILES   CCCCC[C@@H]1C[C@H](CC(=O)Nc2ccc([N+](=O)[O-])cc2)C(=O)O1

---

Number 1: energy -10973.996 eV. Number 2: energy -11026.874 eV. Number 3: energy -283311.894 eV. Number 4: energy -72287.444 eV. Number 5: energy -79895.911 eV. Number 6: energy -31202.702 eV.